# 1
Entry from OMol25: BrCo as an isolated structure at a distorted geometry (the ωB97M-V functional and the def2-TZVPD basis).

Results
energy: -107642.6211 eV
LUMO (alpha / beta): -13.0 / -16.8 eV
multiplicity: 5
F_max: 0.0284 hartree/bohr
M: 138.8 g/mol
gap between HOMO and LUMO (alpha / beta): 12.28 / 6.38 eV
net charge: +2

Element x y z (Å)
Co1 30.24704 14.92115 1.84485
Br1 29.62907 12.79993 3.19489

***

# 2
Entry from OMol25: C7H11I2N2OSeY as an isolated structure at a distorted geometry (the ωB97M-V functional and the def2-TZVPD basis).

Results
energy: -95054.6399 eV
LUMO (alpha / beta): 4.0 / 4.0 eV
F_max: 0.0668 hartree/bohr
M: 560.9 g/mol
gap between HOMO and LUMO (alpha / beta): 3.82 / 1.69 eV
net charge: -2

Element x y z (Å)
C1 2.22180 -3.30708 -4.38765
I1 1.68018 -2.85795 -2.55269
H1 2.62675 -4.31860 -4.41139
H2 2.98275 -2.58005 -4.68186
H3 1.35754 -3.21915 -5.05034
C2 -1.83424 2.04904 -0.07697
C3 -0.64266 1.03235 1.55506
N1 -1.88948 1.35570 1.11858
H4 -0.05195 2.63390 -1.24838
I2 2.57812 -0.58886 3.97721
N2 0.19732 1.53977 0.59258
H5 -2.71551 2.46527 -0.54229
Y1 0.19914 -0.93441 2.35154
C4 0.03651 -1.89591 -0.03685
O1 1.13184 -1.60410 0.32715
C5 -0.52792 2.14574 -0.41445
C6 1.66248 1.58486 0.66943
H6 2.00083 2.64015 0.66455
H7 2.09746 1.07327 -0.20624
H8 2.01116 1.09328 1.60244
C7 -3.09941 1.08592 1.85979
H9 -3.95716 1.40320 1.25266
H10 -3.11840 1.62694 2.82028
H11 -3.15612 0.00632 2.06994
Se1 -1.79102 -2.42960 2.74790

***

# 3
Entry from OMol25: one molecule with the formula C4H7OP at a distorted geometry (the ωB97M-V functional and the def2-TZVPD basis).

Results
energy: -15594.8065 eV
LUMO: 0.6 eV
F_max: 0.0560 hartree/bohr
M: 102.1 g/mol
ΔE to the lowest compared entry with this formula, charge and spin: 2.631 eV
gap between HOMO and LUMO: 8.75 eV
SMILES: C=CP(C)C=O

Element x y z (Å)
C1 -2.04648 -1.23025 -0.24923
C2 -0.83174 -1.41900 0.21351
C3 2.60351 0.27238 0.07950
C4 -0.10114 1.34357 0.02557
O1 3.49811 -0.40143 0.46306
P1 0.66845 -0.27535 -0.46330
H1 -2.85490 -1.88589 0.03522
H2 -2.29288 -0.43063 -0.92772
H3 -0.54931 -2.23504 0.86019
H4 0.60734 2.15660 -0.11508
H5 -0.42217 1.31190 1.06692
H6 -0.97078 1.52921 -0.59894
H7 2.69199 1.26392 -0.38970

***

# 4
Entry from OMol25: an isolated ion of composition C6H10N and charge +1 at a distorted geometry (the ωB97M-V functional and the def2-TZVPD basis).

Results
energy: -7863.9513 eV
LUMO: -4.6 eV
F_max: 0.0921 hartree/bohr
M: 96.2 g/mol
ΔE to the lowest compared entry with this formula, charge and spin: 2.397 eV
gap between HOMO and LUMO: 9.46 eV
net charge: +1
SMILES: C=[N+](C)C=C=CC

Element x y z (Å)
C1 -1.86231 -0.21162 -0.36720
C2 -0.77642 -0.66431 0.16954
C3 1.35629 1.24190 0.34868
C4 -3.22506 0.19259 0.12185
C5 2.72822 -0.48374 -0.42840
C6 0.53764 -0.98902 0.32672
N1 1.44855 0.01690 0.10484
H1 -1.61603 -0.49198 -1.37903
H2 0.35980 1.67172 0.72564
H3 2.24237 1.93933 0.09870
H4 -3.72593 -0.61661 0.76245
H5 -3.09257 1.00397 0.77296
H6 -3.84212 0.55757 -0.70185
H7 2.47898 -1.15182 -1.23339
H8 3.08460 -1.10199 0.39428
H9 3.41631 0.32570 -0.78414
H10 1.09919 -1.84416 0.25329

***

# 5
Entry from OMol25: a 3-piece molecular cluster, C9H16Cl2O12S3 overall (the ωB97M-V functional and the def2-TZVPD basis).

Results
energy: -91710.9966 eV
LUMO: 0.3 eV
F_max: 0.0061 hartree/bohr
M: 483.3 g/mol
gap between HOMO and LUMO: 11.33 eV
SMILES: C[C@@H](Cl)[C@@H](Cl)[C@@H]1COS(=O)(=O)O1.O=S1(=O)OCCO1.O=S1(=O)OCCO1

Element x y z (Å)
C1 0.33354 3.17970 -1.08583
C2 -1.08074 2.67299 -0.88228
Cl1 -2.15398 3.31607 -2.16611
C3 -1.25068 1.15304 -0.82280
Cl2 -0.88039 0.35174 -2.38273
C4 -0.46191 0.50661 0.29543
C5 1.03887 0.28209 0.16829
O1 1.30535 -0.66363 1.23645
S1 0.00898 -1.53805 1.55190
O2 -0.44744 -1.19389 2.85164
O3 0.23075 -2.89071 1.19350
O4 -0.91861 -0.86423 0.45083
H1 0.91010 3.09130 -0.16425
H2 0.83574 2.63095 -1.88298
H3 0.31100 4.23412 -1.35162
H4 -1.50346 3.06591 0.04357
H5 -2.29841 0.95551 -0.62455
H6 -0.68512 1.03199 1.23159
H7 1.67444 1.14410 0.32908
H8 1.26521 -0.21528 -0.77395
C6 -4.65731 -1.13291 -2.56237
C7 -5.29352 -1.78892 -1.35044
O5 -5.27482 -0.74431 -0.36188
S2 -5.48313 0.67522 -1.05410
O6 -6.83248 1.09597 -0.96270
O7 -4.43180 1.52142 -0.60651
O8 -5.20174 0.19945 -2.54532
H9 -3.57122 -1.07472 -2.47707
H10 -4.94043 -1.59695 -3.50262
H11 -4.72204 -2.62611 -0.96074
H12 -6.32561 -2.08636 -1.53931
C8 5.00322 -1.33077 2.90313
C9 5.32993 -2.27727 1.76353
O9 5.46791 -1.39963 0.63442
S3 6.09070 -0.00470 1.08873
O10 7.48965 0.01997 0.85961
O11 5.25713 1.02556 0.57806
O12 5.84626 -0.19298 2.65278
H13 3.96093 -1.01037 2.87496
H14 5.25253 -1.73493 3.87979
H15 4.53202 -2.98174 1.54714
H16 6.27058 -2.80524 1.92575

***

# 6
Entry from OMol25: one molecule with the formula C3H6N2O at a distorted geometry (the ωB97M-V functional and the def2-TZVPD basis).

Results
energy: -8236.3512 eV
LUMO: 0.8 eV
F_max: 0.0216 hartree/bohr
M: 86.1 g/mol
ΔE to the lowest compared entry with this formula, charge and spin: 0.347 eV
gap between HOMO and LUMO: 10.44 eV
SMILES: O=C1NCCN1

Element x y z (Å)
O1 2.50578 -0.19504 -0.55410
C1 1.32964 -0.13168 -0.27111
N1 0.63856 1.04842 -0.04247
C2 -0.78290 0.80061 -0.02938
C3 -0.79779 -0.60017 0.56744
N2 0.43403 -1.17172 0.01580
H1 1.02978 1.86395 -0.49194
H2 -1.19974 0.77991 -1.04651
H3 -1.32279 1.54037 0.55477
H4 -0.66726 -0.60262 1.64943
H5 -1.74372 -1.11439 0.34775
H6 0.25156 -1.97319 -0.54842

***

# 7
Entry from OMol25: C38H37BrNO3PRu as an isolated structure (the ωB97M-V functional and the def2-TZVPD basis).

Results
energy: -129548.5867 eV
LUMO (alpha / beta): -3.0 / -4.0 eV
multiplicity: 2
F_max: 0.0095 hartree/bohr
M: 767.7 g/mol
ΔE to the lowest compared entry with this formula, charge and spin: 0.160 eV
gap between HOMO and LUMO (alpha / beta): 8.14 / 7.25 eV
net charge: +1

Element x y z (Å)
Ru1 0.46027 -1.06340 1.20323
C1 3.67257 -4.31525 1.53046
C2 3.13316 -3.09275 0.84992
C3 2.31450 -3.20631 -0.27714
C4 1.81237 -2.08388 -0.92300
C5 2.14254 -0.79987 -0.46587
C6 2.91939 -0.67808 0.68740
C7 3.40255 -1.81846 1.33725
H1 4.59832 -4.64003 1.05133
H2 2.96266 -5.13889 1.47316
H3 3.89063 -4.12003 2.57892
H4 2.05490 -4.19179 -0.64362
H5 1.18791 -2.18377 -1.80193
H6 1.82653 0.05829 -1.04215
H7 3.15871 0.30210 1.08338
H8 3.99680 -1.70379 2.23563
C8 -4.98700 0.82785 0.31716
C9 -4.49293 1.14321 1.57525
C10 -3.12437 1.22241 1.78576
C11 -2.24768 0.99010 0.72899
C12 -2.74262 0.66684 -0.53365
C13 -4.11294 0.58859 -0.73403
P1 -0.45884 1.03901 0.95797
C14 0.10420 2.57864 0.18161
C15 -0.80204 3.60891 -0.06505
C16 -0.35528 4.81591 -0.59008
C17 0.99134 4.99741 -0.86944
C18 1.89545 3.97229 -0.62635
C19 1.45394 2.76682 -0.10434
C20 -0.14623 1.13951 2.73473
C21 -0.24953 2.07316 3.75543
C22 0.11347 1.66548 5.03196
C23 0.55712 0.36790 5.27534
C24 0.67037 -0.56198 4.24891
C25 0.32584 -0.14819 2.96656
H9 -6.05530 0.76627 0.15709
H10 -5.17276 1.32600 2.39695
H11 -2.74453 1.45348 2.77245
H12 -2.05403 0.47818 -1.34881
H13 -4.49876 0.33686 -1.71324
H14 -1.85369 3.46511 0.14646
H15 -1.06173 5.61457 -0.77481
H16 1.33781 5.93919 -1.27439
H17 2.94618 4.11297 -0.84455
H18 2.16325 1.97002 0.07629
H19 -0.59678 3.08197 3.56831
H20 0.04953 2.36557 5.85477
H21 0.82349 0.08248 6.28485
H22 1.02059 -1.56722 4.44658
O1 0.07171 0.57903 -2.26114
C26 0.28733 1.25988 -3.26651
C27 0.99613 0.68605 -4.46901
C28 2.39443 1.28789 -4.66936
C29 2.39349 2.63361 -5.38882
C30 1.66401 3.75721 -4.65921
C31 0.18537 3.48413 -4.40568
N1 -0.07620 2.55260 -3.31596
H23 0.39502 0.84372 -5.36916
H24 1.05738 -0.38682 -4.29747
H25 2.98851 0.58309 -5.25304
H26 2.89304 1.38030 -3.69826
H27 1.93818 2.49898 -6.37598
H28 3.42555 2.94105 -5.56883
H29 1.73869 4.66829 -5.25734
H30 2.15025 3.96554 -3.70127
H31 -0.29429 3.12461 -5.32086
H32 -0.31942 4.41123 -4.13659
H33 -0.45914 2.92149 -2.45683
Br1 -4.79826 -7.65877 2.53488
C32 -3.58638 -6.23126 2.31087
C33 -2.23867 -6.43996 2.57262
C34 -1.35314 -5.39151 2.40639
C35 -1.81828 -4.15037 1.98135
C36 -3.17214 -3.95239 1.72542
C37 -4.06310 -4.99771 1.88959
C38 -0.86443 -3.04997 1.80094
O2 -1.30477 -1.89160 1.39582
O3 0.36935 -3.15386 1.98945
H34 -1.89461 -7.40951 2.90239
H35 -0.29857 -5.52499 2.60592
H36 -3.51926 -2.98112 1.39959
H37 -5.11713 -4.86225 1.69446

***

# 8
Entry from OMol25: a 3-piece molecular cluster, C2H7NO4 overall (the ωB97M-V functional and the def2-TZVPD basis).

Results
energy: -11867.2921 eV
LUMO (alpha / beta): 2.9 / 2.9 eV
multiplicity: 2
F_max: 0.0164 hartree/bohr
M: 109.1 g/mol
ΔE to the lowest compared entry with this formula, charge and spin: 0.000 eV
gap between HOMO and LUMO (alpha / beta): 2.61 / 6.87 eV
net charge: -1

Element x y z (Å)
O1 0.22398 1.44219 0.80372
C1 1.30741 0.94803 0.38489
N1 1.41816 0.22019 -0.75302
C2 2.59755 -0.28503 -1.27485
O2 3.71462 -0.11643 -0.71816
H1 2.28434 1.19395 0.79585
H2 0.54051 -0.06880 -1.12867
H3 2.44952 -0.96451 -2.12401
H4 -2.51639 -0.00561 2.41826
H5 -3.56080 -0.98459 2.06049
O3 -2.62866 -0.80337 1.88235
H6 -2.47917 -0.53368 -1.25439
H7 -1.64279 -0.03353 -0.06607
O4 -1.70831 -0.00881 -1.02639

***

Question: Which of these has the highest M?
Answer: C38H37BrNO3PRu

***

Question: Among the records above, which one has the highest energy?
Answer: C6H10N